83
Properties=species:S:1:pos:R:3:forces:R:3 method="wB97M-V/def2-TZVPD" homo_energy_ev="-10.164 / -10.081" charge=+1 energy_ha=-3357.3398 largest_force_ev_per_a=10.891 lumo_ev="-4.980 / -4.963" homo_lumo_gap_ev="5.184 / 5.118" multiplicity=5
C 1.6816 -0.1166 1.5383 2.6910 0.5820 0.8840
C 2.2245 -0.4114 0.2641 2.2297 0.3830 0.9419
C 2.0827 0.7355 -0.5494 2.3678 1.2890 -0.0901
H 2.6679 -1.3474 -0.0329 -0.0454 -0.1571 -0.0550
C 1.4519 1.7431 0.2180 2.6011 1.0745 0.8479
C 1.2059 1.2147 1.5047 2.4001 1.4095 1.0157
H 0.7328 1.7359 2.3200 0.0142 -0.0053 -0.0371
H 1.6427 -0.7844 2.3831 -0.0792 -0.0666 0.0192
H 2.4041 0.8364 -1.5711 0.0257 0.1269 -0.0689
H 1.1820 2.7230 -0.1371 -0.1263 0.0965 -0.1039
Pm 0.0000 0.0000 0.0000 -9.8407 -4.4997 1.2364
Si -5.3342 2.1616 -7.3135 -0.1375 0.0324 0.0682
C -4.5751 0.8928 -8.4614 -0.0293 -0.0275 0.1272
C -5.2708 0.4212 -9.5766 0.0405 0.0366 0.0489
H -6.2585 0.8074 -9.7982 -0.0261 -0.0113 0.0278
C -4.7140 -0.5337 -10.4160 0.0588 -0.0089 -0.0286
H -5.2680 -0.8855 -11.2766 0.0000 -0.0037 -0.0019
C -3.4464 -1.0326 -10.1538 -0.0311 -0.0005 -0.0031
H -3.0094 -1.7757 -10.8082 -0.0032 -0.0060 -0.0030
C -2.7378 -0.5722 -9.0522 -0.0058 0.0174 0.0122
H -1.7468 -0.9559 -8.8468 0.0364 0.0017 -0.0330
C -3.2976 0.3814 -8.2159 -0.0492 -0.0273 -0.0862
H -2.7278 0.7401 -7.3671 0.0306 0.0137 0.0845
C -4.4584 3.8079 -7.4746 0.0551 -0.0134 -0.1461
C -3.4620 3.9955 -8.4367 -0.0621 -0.0292 0.0928
H -3.1729 3.1731 -9.0800 -0.0295 -0.0052 -0.0429
C -2.8235 5.2185 -8.5739 0.0363 0.1160 0.0462
H -2.0534 5.3446 -9.3239 0.0050 0.0052 -0.0130
C -3.1697 6.2798 -7.7483 0.0389 -0.0645 -0.0575
H -2.6707 7.2344 -7.8536 -0.0040 0.0131 -0.0081
C -4.1535 6.1114 -6.7848 -0.0406 -0.0599 0.0491
H -4.4228 6.9339 -6.1352 -0.0138 0.0176 0.0029
C -4.7898 4.8854 -6.6503 0.0646 0.0053 -0.0290
H -5.5507 4.7663 -5.8881 -0.0447 0.0138 0.0274
H -5.2435 1.7378 -5.8896 0.0217 -0.0620 -0.1133
Si -0.7023 0.5436 -2.3182 -1.7857 1.7154 -5.9890
C -0.3314 2.3353 -2.8071 0.2322 -0.0601 -0.1360
C 0.4936 2.6158 -3.8993 0.0105 0.0407 -0.0264
H 0.7963 1.8133 -4.5608 0.0498 0.0175 0.0009
C 0.9212 3.9093 -4.1686 -0.0330 0.0710 -0.0335
H 1.5556 4.1000 -5.0254 -0.0106 -0.0029 0.0085
C 0.5240 4.9584 -3.3527 0.0181 -0.0732 0.0251
H 0.8531 5.9682 -3.5626 -0.0207 -0.0191 0.0094
C -0.3009 4.7022 -2.2644 -0.0596 0.1052 0.0443
H -0.6254 5.5167 -1.6285 0.0008 0.0005 -0.0048
C -0.7156 3.4069 -1.9965 0.0828 -0.0460 -0.1285
H -1.3638 3.2270 -1.1484 -0.1750 0.0246 0.1676
C 0.0550 -0.4827 -3.7271 -0.0869 0.1150 -0.1322
C 1.3609 -0.9619 -3.6138 -0.0757 -0.0740 -0.0575
H 1.9120 -0.7792 -2.6986 0.1469 -0.0745 -0.0522
C 1.9629 -1.6806 -4.6387 0.1069 -0.0506 0.0243
H 2.9782 -2.0408 -4.5262 -0.0065 0.0083 -0.0039
C 1.2595 -1.9387 -5.8061 -0.0192 0.0092 -0.0010
H 1.7212 -2.5011 -6.6078 0.0031 0.0119 0.0207
C -0.0416 -1.4701 -5.9404 0.0659 -0.0301 -0.0181
H -0.5956 -1.6680 -6.8494 -0.0109 0.0069 0.0163
C -0.6320 -0.7481 -4.9140 -0.0761 -0.0353 0.0103
H -1.6466 -0.3893 -5.0312 -0.0192 -0.0057 -0.0208
H -6.7789 2.2723 -7.6547 0.1352 0.0414 0.0100
Cl -2.8475 0.3822 -2.7563 0.6820 -0.0696 0.5722
C -0.8777 0.5818 5.8905 -0.0735 -0.0757 -0.4623
C -0.7043 -0.7875 5.6892 -0.0609 0.1879 -0.5027
C -0.7861 -1.3185 4.4018 0.0412 0.3317 0.0214
C -1.0245 -0.4801 3.2899 -0.2981 -0.7962 1.4396
C -1.2186 0.8887 3.5069 0.0873 -0.1799 0.2093
C -1.1440 1.4177 4.8019 0.0491 -0.5578 -0.2030
N -1.0395 -1.0410 1.9777 -0.6158 -0.2097 -0.2904
N -1.4787 -2.1985 1.8477 -0.2487 -0.3205 1.6917
C -1.4026 -2.8741 0.6228 0.4052 -0.2434 -1.7742
C -1.9153 -4.1727 0.5275 0.0244 0.4503 0.3894
C -1.7977 -4.8664 -0.6720 0.2446 0.3820 -0.2141
C -1.1587 -4.2620 -1.7489 -0.1455 0.0592 0.4013
C -0.6572 -2.9650 -1.6103 -1.1794 -0.9354 2.0521
N -0.7933 -2.2803 -0.4380 0.1267 -1.3133 -0.8382
H -0.8058 0.9918 6.8895 -0.0108 0.0364 -0.0524
H -0.4934 -1.4388 6.5299 -0.0370 0.0360 -0.1094
H -0.6270 -2.3817 4.2669 -0.0503 0.0778 -0.1703
H -1.4314 1.5458 2.6736 -0.1134 0.0508 -0.0204
H -1.2852 2.4780 4.9630 -0.0455 -0.0216 -0.0758
H -2.3934 -4.6396 1.3794 0.0507 0.1860 0.0451
H -2.1876 -5.8723 -0.7616 -0.0066 0.0533 0.0431
H -1.0484 -4.7931 -2.6854 0.0474 0.1157 0.0043
H -0.1651 -2.5412 -2.4422 0.5047 0.8737 -0.5009

83
Properties=species:S:1:pos:R:3:forces:R:3 method="wB97M-V/def2-TZVPD" homo_energy_ev="-12.426 / -12.975" relative_energy_ev=0.6753 charge=+2 energy_ha=-2826.9714 largest_force_ev_per_a=9.589 lumo_ev="-6.034 / -9.752" homo_lumo_gap_ev="6.392 / 3.223" multiplicity=4
C -1.3286 -0.4287 1.7815 -1.5810 -0.1203 0.9811
C -2.1192 0.2393 0.7898 -1.6498 -1.0764 0.3751
C -2.1380 -0.5933 -0.3824 -2.3607 -0.5357 -0.1728
H -2.6459 1.1753 0.9237 0.1963 -0.0029 -0.1496
C -1.3471 -1.7634 -0.1166 -1.3818 -0.6819 -0.2148
C -0.8444 -1.6546 1.2097 -0.7055 -0.6368 0.4584
H -0.2809 -2.4239 1.7153 0.1699 0.2604 -0.0373
H -1.1741 -0.0955 2.8015 0.1382 0.0618 -0.2456
H -2.7276 -0.4320 -1.2727 0.0859 -0.0789 0.1457
H -1.1939 -2.6001 -0.7841 -0.0190 0.2125 -0.0330
Re -0.1839 -0.0310 0.0534 9.0048 3.2350 0.6334
Si 3.2412 0.3972 -8.5525 0.4381 1.9220 0.1732
C 2.2949 1.8916 -9.0847 -0.0554 0.1268 -0.0639
C 2.7535 2.6817 -10.1522 -0.4532 0.0664 0.1062
H 3.6743 2.4066 -10.6715 -0.2720 0.1693 0.0910
C 2.0230 3.8072 -10.5481 -0.0207 0.0354 0.0623
H 2.3764 4.4166 -11.3819 -0.1043 -0.1690 0.2744
C 0.8432 4.1577 -9.8795 0.1993 -0.3164 0.0975
H 0.2824 5.0452 -10.1823 0.1940 -0.3398 0.0732
C 0.3878 3.3700 -8.8144 0.1153 -0.0923 0.0214
H -0.5396 3.6258 -8.2986 0.2834 -0.0143 -0.1722
C 1.1176 2.2484 -8.4055 -0.0683 0.3186 -0.4029
H 0.7692 1.6468 -7.5612 0.0245 0.1928 -0.1974
C 2.3580 -1.1358 -9.0861 0.0745 0.0181 0.0423
C 1.1716 -1.0956 -9.8385 -1.7218 -1.1761 -1.0544
H 0.7588 -0.1389 -10.1683 0.1579 -0.2829 0.1766
C 0.5087 -2.2850 -10.1676 -0.1613 2.2174 -0.1834
H -0.4254 -2.2421 -10.7298 0.2917 -0.0292 0.1581
C 1.0398 -3.5221 -9.7865 -0.0623 -0.4598 0.0079
H 0.5241 -4.4480 -10.0510 0.1772 0.2815 0.0570
C 2.2474 -3.5653 -9.0768 1.6632 0.5843 0.9956
H 2.6762 -4.5278 -8.7934 -0.1444 0.2948 -0.0872
C 2.9076 -2.3831 -8.7328 -0.2329 -2.4335 -0.1124
H 3.8542 -2.4171 -8.1880 -0.3108 -0.0991 -0.1492
H 3.3993 0.4463 -7.0868 -0.0495 -0.4850 0.1133
Si 0.0360 0.1549 -2.3949 -1.9479 -0.1498 -1.0734
C -0.4839 -1.4130 -3.3534 0.3208 0.2461 0.4552
C -1.5397 -1.4119 -4.2732 0.0192 -0.3205 0.0129
H -2.0217 -0.4706 -4.5468 0.1089 -0.2966 0.0572
C -1.9909 -2.6154 -4.8328 0.1269 0.0519 0.0757
H -2.8180 -2.5963 -5.5423 0.1699 -0.0530 0.1802
C -1.3951 -3.8285 -4.4768 0.0601 0.2879 0.0761
H -1.7654 -4.7680 -4.8924 0.1298 0.3031 0.1274
C -0.3268 -3.8297 -3.5726 0.1159 0.1369 0.0566
H 0.1524 -4.7668 -3.2898 -0.1415 0.1741 -0.0953
C 0.1294 -2.6298 -3.0172 -0.3578 -0.3197 -0.3829
H 0.9592 -2.6455 -2.3050 -0.1845 -0.0208 -0.1921
C -1.0066 1.5288 -3.2326 0.3117 -0.1506 0.1861
C -2.2939 1.8594 -2.7658 0.0982 0.3231 -0.2917
H -2.7337 1.3546 -1.9029 0.2577 0.2956 -0.2428
C -3.0543 2.8495 -3.3953 0.0717 -0.1591 0.0210
H -4.0300 3.1098 -2.9839 0.2059 -0.0626 -0.2019
C -2.5689 3.4921 -4.5362 0.2234 -0.1150 0.1078
H -3.1730 4.2547 -5.0328 0.2405 -0.2493 0.1485
C -1.3051 3.1479 -5.0258 0.0017 -0.1806 0.0889
H -0.9198 3.6306 -5.9240 -0.0814 -0.0535 0.2390
C -0.5247 2.1793 -4.3760 -0.4484 0.2688 -0.0786
H 0.4586 1.9210 -4.7775 -0.2344 0.1460 0.1573
H 4.5743 0.4120 -9.1922 0.0163 -0.3516 -0.0475
Cl 2.0375 0.4741 -2.7519 0.5068 0.1563 -0.0585
C 2.6130 -2.8492 4.1514 -0.1487 0.2428 -0.0881
C 2.3794 -1.5264 4.5585 0.1095 -0.0594 -0.4568
C 2.1198 -0.5423 3.6080 -0.2858 -0.3840 -0.3573
C 1.9797 -0.9009 2.2498 0.9692 -0.7849 0.8628
C 2.2542 -2.2239 1.8356 -0.4075 0.7786 0.1344
C 2.5635 -3.1892 2.7912 -0.0117 0.1809 0.0958
N 1.6164 0.1174 1.3350 0.3018 2.2789 0.6232
N 2.1421 1.2784 1.7118 -0.9026 -2.4314 -1.2060
C 1.6141 2.3327 1.0188 -0.1813 0.7200 -0.6010
C 2.1375 3.6282 1.2264 -0.2009 -1.0226 0.1601
C 1.5677 4.6898 0.5539 -0.2867 -0.0726 -0.4018
C 0.4616 4.4333 -0.2792 0.1920 0.2353 0.3074
C -0.0384 3.1496 -0.3787 0.1429 -0.2979 -0.3328
N 0.5720 2.0894 0.1894 -0.9516 -0.1794 0.0810
H 2.8338 -3.6168 4.8955 -0.0902 0.2459 -0.2517
H 2.3945 -1.2359 5.6048 0.1350 -0.2077 -0.1231
H 1.9917 0.5081 3.8755 -0.0914 -0.4754 0.1027
H 2.2162 -2.4461 0.7683 0.0126 -0.1002 0.2575
H 2.7569 -4.2152 2.4768 0.0066 0.3102 0.1022
H 2.9586 3.6877 1.9366 -0.1153 0.2759 -0.2384
H 1.9568 5.7009 0.6663 -0.0997 -0.2699 -0.0298
H -0.0224 5.2243 -0.8466 0.0663 -0.0961 0.2601
H -0.9368 2.9117 -0.9487 0.3884 0.2393 0.0070